No. 1
Here is a cluster of 12 separate species, C44H123N11O12 in total in a non-equilibrium geometry from the Open Molecules 2025 dataset. Energies are from ωB97M-V/def2-TZVPD.

```
190
C44H123N11O12 | the Open Molecules 2025 dataset | ωB97M-V/def2-TZVPD
C 2.8309 2.0569 -1.9585
O 2.2114 2.8526 -2.9546
C 1.4566 3.8566 -2.3032
C 1.2770 5.0597 -3.2195
C 0.5366 4.7738 -4.5354
N 2.5916 5.6682 -3.5140
H 3.2195 1.1136 -2.3359
H 2.1012 1.8697 -1.1656
H 3.6918 2.6135 -1.5651
H 0.5000 3.3970 -2.0138
H 1.9020 4.0611 -1.3227
H 0.7314 5.8155 -2.6489
H -0.5273 4.6746 -4.3149
H 0.8979 3.8371 -4.9568
H 0.6882 5.6060 -5.2172
H 3.1122 5.6374 -2.6375
H 3.1541 5.0400 -4.0842
C 9.9578 -0.0952 -0.8651
O 9.1813 0.3585 0.2067
C 8.0103 1.0508 -0.1760
C 7.1552 1.4535 0.9936
C 5.7538 1.9171 0.6042
N 7.7795 2.5665 1.7283
H 10.1642 0.6897 -1.6036
H 9.4054 -0.9258 -1.3236
H 10.9374 -0.4532 -0.5535
H 8.3257 1.9064 -0.7825
H 7.4011 0.3482 -0.7646
H 7.0276 0.6059 1.6845
H 5.8906 2.7578 -0.0747
H 5.1324 2.1511 1.4675
H 5.2326 1.0726 0.1387
H 7.3150 2.8115 2.5904
H 8.7355 2.2965 1.9389
C -1.8880 -3.4002 -2.7814
O -0.5219 -3.4687 -3.1198
C 0.1735 -2.2565 -2.8762
C 1.5390 -2.2692 -3.5766
C 2.3902 -3.4208 -3.0413
N 2.2204 -1.0042 -3.1899
H -2.3804 -2.5549 -3.2685
H -2.1051 -3.3680 -1.7042
H -2.3370 -4.3736 -2.9914
H -0.3866 -1.3770 -3.2292
H 0.2577 -2.1369 -1.7852
H 1.3445 -2.2882 -4.6480
H 3.4320 -3.2968 -3.3305
H 2.0309 -4.3944 -3.3746
H 2.2977 -3.4444 -1.9518
H 1.6290 -0.1981 -3.3892
H 2.1469 -1.0445 -2.1699
C 3.3647 -0.8786 0.0360
O 2.1776 -0.3684 -0.5461
C 1.0242 -0.9271 0.0627
C -0.2270 -0.1995 -0.4464
C -0.2267 1.2581 0.0099
N -1.4645 -0.8783 -0.0741
H 3.3463 -0.8726 1.1280
H 4.1821 -0.2499 -0.3167
H 3.5801 -1.9020 -0.2870
H 0.8340 -1.9804 -0.1812
H 1.0918 -0.8966 1.1580
H -0.3424 -0.2391 -1.5336
H -0.7185 1.9438 -0.6871
H 0.8322 1.5224 0.0724
H -0.6871 1.6025 0.9416
H -1.5008 -1.8232 -0.4461
H -1.5702 -1.0322 0.9263
C 4.9858 -3.3126 1.7472
O 4.5827 -2.5239 2.8563
C 5.6638 -1.8074 3.4190
C 5.1272 -1.0490 4.6349
C 4.1187 0.0286 4.3212
N 6.2928 -0.4440 5.3292
H 4.7200 -2.8018 0.8178
H 4.4048 -4.2390 1.7792
H 6.0308 -3.6259 1.7667
H 6.4863 -2.4362 3.7785
H 6.0924 -1.0977 2.7022
H 4.7009 -1.7099 5.3988
H 4.5213 0.7631 3.6190
H 3.6839 0.4879 5.2106
H 3.2368 -0.3781 3.8180
H 6.7865 -1.1536 5.8551
H 5.9921 0.2690 5.9806
C -4.5733 0.5721 0.4325
O -5.8576 1.1463 0.2088
C -6.8976 0.2015 0.3628
C -8.2363 0.8860 0.2614
C -9.3800 0.0290 0.8095
N -8.6326 1.4151 -1.0630
H -4.2792 -0.2085 -0.2650
H -4.3084 0.3764 1.4764
H -3.9884 1.4790 0.2419
H -6.8440 -0.6377 -0.3469
H -6.8233 -0.2488 1.3629
H -8.1839 1.7701 0.9064
H -9.2804 -1.0351 0.5695
H -10.3714 0.3291 0.4796
H -9.3730 0.0978 1.9007
H -8.6657 0.6110 -1.6942
H -7.8101 1.9163 -1.4077
C -3.4494 6.2124 2.5515
O -2.1959 5.6604 2.7721
C -1.0378 6.2907 2.2292
C -0.9897 6.1831 0.7096
C -0.6212 4.7541 0.2724
N -0.0914 7.1203 0.0390
H -3.6626 6.3747 1.4850
H -3.5756 7.1934 3.0370
H -4.2027 5.5226 2.9290
H -1.1712 7.3392 2.5395
H -0.2215 5.7961 2.7504
H -2.0214 6.3133 0.3606
H -0.8310 4.6642 -0.7980
H -1.2914 4.0659 0.7865
H 0.4427 4.5324 0.3452
H -0.3916 7.1919 -0.9315
H -0.2594 8.0811 0.3380
C -4.8281 -3.6049 -0.9935
O -3.9997 -4.6791 -0.6154
C -4.6650 -5.9206 -0.7865
C -3.7294 -7.0514 -0.4244
C -4.2303 -8.4249 -0.9049
N -3.5800 -7.1474 1.0455
H -4.1382 -2.7621 -0.9108
H -5.6643 -3.3363 -0.3375
H -5.2210 -3.6229 -2.0149
H -5.5612 -5.9479 -0.1510
H -5.0543 -6.0021 -1.8074
H -2.7267 -6.9187 -0.8318
H -5.2497 -8.6826 -0.6087
H -3.5381 -9.2151 -0.6264
H -4.3175 -8.4554 -2.0022
H -3.2199 -8.0152 1.4154
H -4.4881 -7.0534 1.4896
C -3.4855 0.9795 -3.1111
O -3.5965 1.5582 -4.3986
C -2.9532 0.8659 -5.4523
C -3.1151 1.7056 -6.7003
C -4.5107 1.4354 -7.3190
N -2.0134 1.4183 -7.6149
H -4.1514 0.1266 -2.9759
H -3.7674 1.8007 -2.4508
H -2.4323 0.7969 -2.8709
H -1.8809 0.8101 -5.2039
H -3.2998 -0.1729 -5.5363
H -3.1838 2.7700 -6.4705
H -4.4776 0.4809 -7.8591
H -4.7307 2.1405 -8.1263
H -5.3011 1.4552 -6.5722
H -1.8772 0.4094 -7.6387
H -2.3111 1.6313 -8.5641
C -1.8875 1.6637 4.7340
O -0.7438 2.4559 4.5037
C 0.3690 1.6984 4.0465
C 1.4243 2.6963 3.6286
C 2.5925 2.0775 2.8857
N 2.0191 3.3171 4.8203
H -1.6195 0.8732 5.4458
H -2.2788 1.2861 3.7846
H -2.6577 2.2559 5.2254
H 0.6979 1.0552 4.8691
H 0.0700 1.1384 3.1524
H 0.9458 3.4995 3.0588
H 3.4275 2.7791 2.8218
H 2.4621 1.6847 1.8738
H 3.0200 1.3017 3.5306
H 1.4705 3.3010 5.6738
H 2.2087 4.3098 4.7409
C 1.7896 -3.3181 4.1812
O 1.1255 -4.2945 3.4088
C 0.0952 -3.6431 2.7012
C -0.6510 -4.6005 1.7851
C 0.2700 -5.1276 0.6968
N -1.7055 -3.8333 1.1415
H 2.1682 -2.4880 3.5807
H 2.6536 -3.6450 4.7619
H 1.1012 -2.9433 4.9528
H -0.5968 -3.1042 3.3616
H 0.5029 -2.8914 2.0154
H -0.9913 -5.4838 2.3417
H -0.1995 -5.9988 0.2358
H 1.2548 -5.4420 1.0556
H 0.5661 -4.3761 -0.0426
H -2.4042 -3.5223 1.8129
H -2.2390 -4.4358 0.5204
O -2.7199 -2.1629 2.3520
H -3.1154 -1.5938 3.0220
H -2.7954 -3.0529 2.7133
```

Output
Energy above the lowest of the compared OMol25 structures with the same formula, charge and spin in kcal per mole: 104.0
Highest occupied orbital energy in Ha: -0.3257
DFT total energy in Ha: -3255.036456
HOMO-LUMO gap in Eh: 0.32981
M in g/mol: 998.53
2S+1: 1

=====

No. 2
Here is a cluster of 7 separate species, C14H43O7 in total in a non-equilibrium geometry from the Open Molecules 2025 dataset. Energies are from ωB97M-V/def2-TZVPD.

```
64
C14H43O7 | the Open Molecules 2025 dataset | ωB97M-V/def2-TZVPD
O 0.4070 -0.3601 -0.0934
H -0.0297 0.5159 -0.2265
H 0.5216 -0.9065 -0.9202
H 1.3149 -0.1540 0.2697
C -0.9460 3.6118 -2.6359
C -0.9114 2.2659 -1.9188
C -1.5450 1.1941 -2.7968
O 0.4589 1.8886 -1.7290
H -0.2582 4.3304 -2.1742
H -1.9097 4.1237 -2.6380
H -0.6494 3.5253 -3.6835
H -1.4853 2.3744 -0.9916
H -1.5392 0.2194 -2.3007
H -1.0273 1.1083 -3.7508
H -2.5953 1.4247 -2.9773
H 0.9961 2.6756 -1.5864
C 0.0804 2.7492 3.6535
C -1.0323 2.1343 2.8229
C -2.3153 2.9531 2.7458
O -0.5753 1.8646 1.4794
H -0.1536 2.7747 4.7167
H 0.2434 3.7938 3.3569
H 1.0491 2.2746 3.5023
H -1.2380 1.1566 3.2568
H -3.0264 2.4298 2.1063
H -2.1102 3.9267 2.3003
H -2.7827 3.0204 3.7275
H -0.2119 2.6828 1.1182
C 3.3620 -0.2006 -2.9988
C 1.9858 -0.6806 -3.4111
C 2.0277 -1.5646 -4.6797
O 1.4090 -1.4741 -2.3384
H 3.9980 -1.0143 -2.6500
H 3.3240 0.5871 -2.2459
H 3.8061 0.2606 -3.8875
H 1.2615 0.1147 -3.5939
H 2.8953 -2.2233 -4.5934
H 2.1217 -0.9464 -5.5727
H 1.1064 -2.1332 -4.7856
H 1.9879 -2.2507 -2.3008
C -1.0160 -1.6195 2.7869
C -1.9924 -2.7955 2.8814
C -1.4355 -4.0018 3.6515
O -3.1235 -2.3185 3.6096
H -1.3665 -0.9326 2.0170
H -0.0629 -2.0249 2.4204
H -0.8342 -1.1121 3.7316
H -2.2373 -3.0795 1.8605
H -2.1663 -4.8108 3.6761
H -1.1276 -3.6972 4.6497
H -0.6086 -4.4600 3.0983
H -2.9364 -2.3472 4.5501
C -1.4467 -2.9240 -1.9622
O -1.4428 -2.4867 -0.5989
H -1.2097 -2.0895 -2.6143
H -0.6087 -3.6257 -2.0574
H -2.3682 -3.4281 -2.2507
H -1.6645 -3.1975 0.0031
C 3.1830 0.7972 1.6573
O 2.9339 -0.3696 0.8696
H 2.3021 1.0617 2.2394
H 3.9641 0.6488 2.4061
H 3.5023 1.6134 1.0065
H 3.7479 -0.8727 0.7928
```

Output
Charge: +1
Energy above the lowest of the compared OMol25 structures with the same formula, charge and spin in kcal per mole: 28.8
Highest occupied orbital energy in Ha: -0.4479
DFT total energy in Ha: -1085.599938
HOMO-LUMO gap in Eh: 0.36332
M in g/mol: 323.49
2S+1: 1

=====

No. 3
Here is a cluster of 2 separate species, C2H8S4 in total in a non-equilibrium geometry from the Open Molecules 2025 dataset. Energies are from ωB97M-V/def2-TZVPD.

```
14
C2H8S4 | the Open Molecules 2025 dataset | ωB97M-V/def2-TZVPD
C -2.0947 2.6519 -1.3672
S -3.0096 1.1874 -1.7455
S -1.6865 -0.0090 -2.7401
H -1.5064 3.1414 -2.1413
H -1.4678 2.4908 -0.4924
H -2.8485 3.3947 -1.0792
H -1.9186 0.3752 -4.0145
C 1.0384 -1.6447 1.0105
S 2.6437 -0.9137 1.3235
S 2.6148 -0.9710 3.4628
H 0.7441 -2.5868 1.4780
H 1.0867 -1.8988 -0.0487
H 0.2157 -0.9532 1.1812
H 2.6802 0.3305 3.7921
```

Output
Energy above the lowest of the compared OMol25 structures with the same formula, charge and spin in kcal per mole: 8.9
Highest occupied orbital energy in Ha: -0.3249
DFT total energy in Ha: -1673.724202
HOMO-LUMO gap in Eh: 0.33909
M in g/mol: 160.35
2S+1: 1